Entry from OMol25: C55H106Cl6CsCu2NO21S8 as an isolated structure at a distorted geometry (the ωB97M-V functional and the def2-TZVPD basis).

```
200
Properties=species:S:1:pos:R:3:forces:R:3
Cs 8.76046 8.89862 -0.06829 -0.66 0.06 -0.05
Cu 12.79494 9.88139 0.69491 -0.27 -1.02 0.06
Cu 13.37576 7.17973 2.70698 -0.30 -1.30 -0.21
C 13.89270 6.81873 -0.67137 -0.75 0.89 0.08
C 12.60851 5.97365 -0.52320 2.07 -2.10 -1.36
C 13.06731 4.48022 -0.72519 -0.65 -1.13 0.03
C 12.04058 3.42519 -0.26437 -0.15 1.24 0.00
C 11.55724 3.83666 1.11000 -0.47 -1.43 0.24
C 10.94846 5.23267 1.28198 -0.46 -1.80 1.55
N 11.95802 6.16762 0.77171 -1.50 3.96 0.27
O 11.69792 7.55047 1.11268 1.75 -2.54 0.03
C 10.72952 5.38581 2.80908 0.35 1.31 -0.24
C 9.52879 5.37769 0.71694 0.49 0.94 -1.89
C 11.67596 6.22874 -1.72437 0.05 1.53 0.70
H 14.54264 6.83608 0.20349 0.04 -0.31 0.15
H 13.62358 7.84757 -0.91048 -0.22 0.65 0.18
H 14.48567 6.58777 -1.55633 -0.10 -0.73 0.14
H 14.01018 4.18069 -0.26762 0.21 0.64 0.43
H 13.25036 4.30096 -1.78466 0.07 0.52 -0.19
H 12.49791 2.43598 -0.28473 -0.10 0.16 0.23
H 11.16484 3.33837 -0.90752 0.03 0.16 -0.39
H 12.32747 3.63638 1.85481 0.36 0.46 0.10
H 10.77001 3.15076 1.42290 -0.14 -0.05 -0.01
H 10.18405 6.31144 2.99288 0.45 0.43 0.10
H 11.71393 5.33826 3.27467 0.05 0.17 0.54
H 10.06534 4.68736 3.31812 0.28 -0.71 -0.65
H 9.47630 5.29899 -0.36895 0.19 -0.51 -0.01
H 9.20820 6.41415 0.82213 -0.31 -0.37 0.85
H 8.82550 4.65774 1.13546 0.21 0.24 0.29
H 10.94829 5.44055 -1.91763 0.26 0.12 -0.06
H 12.30940 6.49776 -2.56964 0.00 -0.72 -0.22
H 11.19568 7.18388 -1.51188 -0.69 0.07 -0.02
C 7.69028 5.49181 5.02267 -0.73 -1.51 0.05
C 6.28629 5.13801 5.59669 0.29 1.07 0.83
C 6.39921 4.15875 6.79692 0.41 0.80 -0.05
S 8.20210 4.08408 7.29512 1.13 0.81 -0.15
O 8.89334 2.92736 6.77992 -0.51 -0.60 -0.13
O 8.46339 4.46701 8.67824 -0.98 -0.27 -1.64
C 8.72321 5.42619 6.13772 -0.81 0.89 0.93
H 7.65196 6.40291 4.42557 0.14 -0.02 0.13
H 7.75231 4.62392 4.36616 1.07 0.12 -0.55
H 5.62611 4.82231 4.78885 0.10 -0.33 0.17
H 5.82925 6.02781 6.02967 -0.03 0.22 -0.21
H 5.92207 3.19905 6.59842 0.48 -0.10 0.37
H 5.94810 4.70428 7.62577 -0.09 -0.70 0.27
H 9.78398 5.35049 5.89870 -0.10 -0.63 -0.16
H 8.66173 6.31904 6.75994 -0.18 0.26 0.04
C 8.91939 4.20195 -4.12153 -0.87 0.70 -0.35
C 8.00884 4.96389 -5.11738 -1.35 1.09 1.11
C 7.38002 6.25268 -4.38655 0.67 -1.24 0.35
S 7.08973 5.59061 -2.64539 -2.62 -2.50 -1.98
O 5.69129 5.11920 -2.51432 2.32 1.24 -0.39
O 7.57416 6.47253 -1.62197 0.92 0.98 0.83
C 8.17252 4.05497 -2.78277 0.84 1.52 0.58
H 9.78373 4.85257 -3.98849 0.35 -0.34 0.19
H 9.20607 3.26314 -4.59540 0.09 0.01 0.33
H 7.15663 4.31987 -5.33436 0.14 0.01 -0.57
H 8.56052 5.28788 -5.99987 -0.26 -0.24 -0.04
H 6.43230 6.67432 -4.72141 -0.31 -0.85 -0.14
H 8.02302 7.12918 -4.46653 0.56 -0.23 0.73
H 7.69166 3.12861 -2.46854 -0.62 0.18 -0.80
H 8.85472 4.24284 -1.95367 0.25 -0.05 0.01
C 12.84181 1.51869 4.68350 0.54 1.72 -0.63
C 12.98089 0.75383 5.97755 0.59 -0.67 1.54
C 12.67018 1.61458 7.24424 -1.13 -0.06 -1.34
S 13.19109 3.25974 6.73659 1.68 -0.75 -0.50
O 14.68972 3.25258 6.70391 -2.64 0.60 -0.21
O 12.43039 4.28137 7.44112 0.82 -0.28 -0.73
C 12.52252 3.02113 4.96238 0.25 -0.61 1.98
H 12.09996 1.08656 4.01192 0.00 0.06 0.04
H 13.83654 1.44333 4.24427 -0.22 0.24 -0.61
H 14.02478 0.45861 6.08358 -0.01 -0.11 -0.04
H 12.42620 -0.17827 5.86977 -0.23 0.13 0.68
H 13.04493 1.27903 8.21122 0.44 0.17 -0.32
H 11.59316 1.74878 7.34485 -0.19 -0.05 0.13
H 12.90863 3.80936 4.31606 0.21 -0.39 0.07
H 11.46214 3.16855 5.16720 -0.19 0.02 -0.24
C 17.67476 5.05837 -5.27780 -0.27 -0.57 -0.47
C 17.11623 3.97491 -6.24228 0.55 0.75 -0.36
C 16.19037 3.05120 -5.52395 -0.42 -0.59 0.82
S 15.37844 4.02983 -4.20478 2.74 -0.44 0.29
O 15.70510 3.49597 -2.86983 -0.56 0.67 -1.25
O 14.01571 4.25227 -4.56960 -1.34 0.47 0.21
C 16.40392 5.52465 -4.52882 0.14 0.09 -0.47
H 18.07552 5.87736 -5.87508 -0.14 0.09 0.08
H 18.54294 4.64678 -4.76307 -0.43 0.08 0.78
H 17.90541 3.36527 -6.68233 0.06 0.30 -0.17
H 16.55544 4.47292 -7.03322 0.16 0.02 -0.18
H 16.74694 2.23872 -5.05683 -0.19 0.01 0.25
H 15.44908 2.63920 -6.20868 -0.21 0.01 0.35
H 16.45624 6.22774 -3.69754 0.40 -0.61 0.40
H 15.89639 6.11179 -5.29418 -0.53 -0.25 -0.09
C 18.39622 5.41221 3.71641 -0.87 -0.25 0.05
C 18.10846 5.40100 2.17388 -0.08 -0.89 0.37
C 16.60744 5.37921 1.89511 0.02 -0.17 0.54
S 15.89649 4.48789 3.26784 1.89 -2.26 -0.09
O 15.92802 3.02618 3.08432 -0.51 2.42 -0.05
O 14.62841 5.16191 3.49479 -2.05 1.15 0.15
C 17.13790 4.91313 4.49699 -0.76 1.16 -0.08
H 18.64168 6.46021 3.88832 -0.24 -0.17 0.87
H 19.23307 4.80617 4.06353 0.14 0.09 -0.62
H 18.45820 4.45283 1.76551 0.64 0.42 -0.37
H 18.55119 6.31618 1.78079 0.21 -0.60 -0.55
H 16.26227 4.83697 1.01482 0.33 0.16 -0.25
H 16.13807 6.36156 1.94775 0.07 0.13 -0.10
H 17.16477 4.08582 5.20616 0.50 -0.16 -0.29
H 16.65862 5.72545 5.04336 0.09 0.12 0.12
C 11.46361 10.17153 4.35836 -0.65 -0.85 0.31
C 10.95774 11.50428 4.87085 0.77 0.90 -0.11
C 9.52341 11.76980 4.42162 -0.05 -1.13 -0.56
S 8.84620 10.04692 4.16362 -1.56 0.89 1.02
O 8.59099 9.78012 2.73837 0.81 0.14 0.89
O 7.73711 9.92058 5.10072 1.25 -0.58 -1.09
C 10.36355 9.13859 4.67860 0.09 0.36 -0.07
H 12.42538 9.94821 4.82014 -0.04 -0.17 -0.01
H 11.60920 10.33421 3.29045 0.07 -0.49 -0.68
H 11.65733 12.19090 4.39417 -0.25 0.68 0.49
H 11.10500 11.54072 5.95024 -0.28 0.18 -0.02
H 9.42317 12.28684 3.46730 0.30 -0.16 -0.14
H 8.86756 12.30909 5.10508 0.15 -0.44 0.27
H 10.40578 8.13467 4.25615 -0.09 0.25 -0.54
H 10.34474 8.96134 5.75393 -0.30 0.37 0.14
C 11.53796 1.55242 -3.40418 -0.61 -1.77 1.28
C 13.01360 1.29714 -3.20139 1.71 -0.91 -0.62
C 13.28704 -0.23525 -2.95944 -0.24 0.29 -0.05
S 11.84878 -1.17922 -3.60883 1.62 1.86 0.17
O 11.20188 -1.69711 -2.43027 -0.79 0.02 -0.47
O 12.26838 -2.01297 -4.70503 -0.61 0.29 0.47
C 11.03159 0.39091 -4.24560 -0.52 -0.08 -0.76
H 11.20604 2.53044 -3.75259 0.39 -0.06 -0.13
H 11.07979 1.32517 -2.44162 -0.20 0.67 0.52
H 13.48342 1.90133 -2.42529 -0.17 -0.04 0.20
H 13.62725 1.49270 -4.08076 -0.40 0.51 -0.33
H 13.50082 -0.45420 -1.91328 -0.58 -0.27 0.03
H 14.12639 -0.66552 -3.50576 0.11 0.46 -0.18
H 9.95276 0.23531 -4.24146 -0.03 -0.03 0.33
H 11.27330 0.66049 -5.27370 0.40 -0.97 -0.27
C 3.27576 6.46500 1.82343 0.13 -0.52 1.83
C 3.09478 7.74118 2.70949 0.87 0.32 0.03
C 4.51911 8.39757 2.99283 0.16 -1.70 -0.43
S 5.57150 7.79402 1.59270 -1.68 -0.75 2.56
O 6.63501 6.91660 2.17303 -1.35 1.29 -1.65
O 5.90078 8.92434 0.76668 1.33 0.53 -0.99
C 4.20667 6.86555 0.75857 1.63 0.64 -0.52
H 2.33988 6.04414 1.45587 -0.07 0.42 -0.13
H 3.72807 5.64563 2.38213 -0.01 0.00 0.42
H 2.60061 7.52769 3.65728 0.00 0.00 -0.14
H 2.48545 8.44752 2.14566 -0.04 0.10 0.12
H 5.04221 7.93679 3.83077 -0.36 -0.18 0.25
H 4.63030 9.47039 3.15037 -0.40 -0.02 -0.55
H 4.79503 6.12256 0.22015 -0.66 -0.25 -0.39
H 3.66168 7.59196 0.15574 0.70 0.07 -0.57
O 15.60869 -1.89033 -0.82497 0.72 2.50 0.88
C 15.73551 -0.76992 -0.34399 0.91 -1.78 -1.65
O 14.87650 -0.31496 0.53747 -2.12 -0.59 1.95
C 14.96661 1.04595 0.84610 1.44 1.19 0.07
C 16.41505 1.44160 0.40304 -0.33 0.35 -0.32
C 16.67343 0.41148 -0.68837 -0.24 -1.03 -0.22
H 14.80730 1.31876 1.88931 0.00 -0.84 0.15
H 14.16194 1.54740 0.30836 0.22 0.27 -0.45
H 17.18018 1.44199 1.17936 -0.37 -0.80 0.42
H 16.49957 2.48444 0.09736 -0.42 0.03 -0.64
H 17.69848 0.07276 -0.83884 -0.14 0.15 0.00
H 16.22581 0.68310 -1.64438 0.36 0.54 -0.28
O 5.37353 -0.17208 0.73959 0.32 2.30 -2.05
C 5.58606 0.86244 0.11440 -0.54 -2.33 1.88
O 4.61836 1.54486 -0.58331 -0.24 -1.60 0.96
C 5.03894 2.85687 -0.85558 0.36 -0.05 -0.28
C 6.15650 3.07034 0.14811 1.26 0.46 -0.07
C 6.84943 1.70804 0.23514 -0.19 0.37 -0.22
H 4.22943 3.58439 -0.79636 -0.16 -0.30 0.23
H 5.34365 2.82340 -1.90159 0.43 0.51 0.05
H 5.83482 3.23515 1.17644 -0.58 0.60 -0.21
H 6.80879 3.87844 -0.18292 0.09 0.19 0.24
H 7.36373 1.49876 1.17311 -0.38 0.02 0.12
H 7.63508 1.57083 -0.50785 -0.39 -0.32 -0.55
Cl 18.40229 8.40625 -4.21063 0.41 -0.74 -1.58
C 18.14004 9.35721 -2.81535 -0.81 0.78 1.20
C 17.28568 8.53936 -1.83553 0.51 0.73 0.41
Cl 18.27436 7.26219 -1.14786 0.41 -1.08 0.33
H 17.64585 10.28710 -3.09674 -0.28 -0.11 -0.06
H 19.10011 9.66565 -2.40157 -0.08 -0.32 0.26
H 16.41321 8.06617 -2.28608 0.06 0.33 -0.21
H 17.01809 9.09404 -0.93618 -0.30 0.49 -0.35
Cl 14.80881 10.55770 -6.23507 -0.32 0.00 0.45
C 13.15505 10.36905 -5.54388 0.44 -1.08 -0.91
C 13.16857 9.55370 -4.22270 -0.46 1.29 -0.09
Cl 14.06816 7.99227 -4.22166 -0.34 0.79 -0.11
H 12.59267 9.86978 -6.33290 0.04 -0.31 0.20
H 12.72535 11.37057 -5.52355 0.07 -0.09 0.86
H 12.15644 9.33401 -3.88295 -0.17 -0.21 -0.46
H 13.53294 10.23507 -3.45388 0.70 -0.34 0.10
Cl 10.48548 0.62429 0.54031 -0.65 0.72 -0.18
C 11.56285 -0.70020 0.90997 0.65 -1.90 -0.51
C 10.79813 -2.02811 0.93653 -0.93 -0.49 0.41
Cl 11.74582 -3.33849 1.61174 1.12 -0.44 0.24
H 12.18156 -0.46292 1.77542 -0.41 -0.18 0.15
H 12.22979 -0.86967 0.06465 0.19 0.58 0.01
H 10.52746 -2.36547 -0.06399 0.08 0.49 -0.07
H 9.90770 -2.13423 1.55619 -0.14 1.07 -0.13
```
Positions in Å, forces in eV/Å.

Properties
- orbital gap (alpha / beta) (eV) = 2.96 / 2.98
- multiplicity = 2
- charge = +3
- electronic energy (Ha) = -13040.5745

Löwdin atomic charge list, values in e, 2 entries: Cs 1.08; Cu 0.77